No. 1
DFT (the ωB97M-V functional and the def2-TZVPD basis) results for a structure of composition C22H25N2O2S4Tc.

Element x y z (Å)
1 H -7.4301 3.9819 1.7441
2 C 3.3354 0.5155 -0.1181
3 C 0.7337 2.0447 -3.3065
4 C 2.2584 3.2480 0.1738
5 H 0.4358 3.4684 -0.9951
6 C -5.0513 3.1332 0.9530
7 H -0.4222 -4.6325 3.1001
8 C -5.1384 1.4675 -1.2938
9 C -2.2629 -1.3717 0.3903
10 S 2.0828 1.5131 0.7460
11 H -8.3725 2.9379 0.6603
12 H 3.5550 -0.2938 0.5781
13 C -3.8884 2.5366 0.5265
14 H -4.2836 -1.6243 -0.3413
15 C 0.8355 -2.9419 2.7166
16 C -3.6436 -3.2877 0.8606
17 C -6.2845 2.0823 -0.8422
18 H -0.1822 2.4401 -2.8785
19 C 1.5044 3.6628 -1.0791
20 N -1.9194 -0.1860 -0.0967
21 H -5.0306 3.7884 1.8138
22 H 3.2175 0.6775 -2.2699
23 C -3.4861 -2.0599 0.2471
24 C 2.9452 -0.0150 -1.4816
25 H 1.6615 -3.2831 3.3249
26 C 0.9453 -1.7259 2.0435
27 S 1.1389 -0.2996 -1.6490
28 S 2.1427 2.9638 -2.6298
29 H -5.1521 0.8413 -2.1761
30 H 4.2403 1.1204 -0.1889
31 H -7.7176 4.4545 0.0692
32 H 1.5176 0.0885 -3.9023
33 C -6.2653 2.9219 0.2798
34 S -2.5396 0.9423 -1.1762
35 H -2.9547 2.7314 1.0379
36 H 1.6135 4.7463 -1.1573
37 C -7.5142 3.6055 0.7276
38 H 1.9307 3.8343 1.0341
39 O -1.3367 1.8415 -0.9730
40 H 0.7066 2.2895 -4.3707
41 C -1.3725 -3.1771 1.8053
42 H 1.8434 -1.1293 2.1353
43 H -4.5755 -3.8257 0.7496
44 Tc -0.0467 0.5656 0.1097
45 H -0.2086 0.1055 -3.5452
46 C -0.3168 -3.6805 2.5935
47 N -0.0299 -1.2303 1.2779
48 H -7.2147 1.9245 -1.3726
49 H -2.7748 -4.8027 2.1102
50 O -2.6874 0.3447 -2.4537
51 H 3.4049 -0.9863 -1.6669
52 H 3.3354 3.3934 0.0759
53 C -1.1900 -1.9486 1.1751
54 C -3.9423 1.7014 -0.5986
55 C 0.7568 0.5172 -3.2460
56 C -2.6234 -3.8442 1.6284

* multiplicity: 4
* total charge: +3
* LUMO (spin up / spin down): -10.7 / -12.3 eV
* HOMO (spin up / spin down): -16.94 / -16.95 eV
* electronic energy: -2785.85467 hartree
* Kohn-Sham gap (spin up / spin down): 6.22 / 4.67 eV

natural (NBO) population analysis, charges in e, atoms 1 to 4: H 0.2446; C -0.5437; C -0.5722; C -0.5018

***

No. 2
DFT (the ωB97M-V functional and the def2-TZVPD basis) results for the molecule C3H5NS.

Element x y z (Å)
1 H -2.1208 0.1007 0.7380
2 H 1.1104 -0.6296 -1.8981
3 H -1.5274 0.7307 -2.0584
4 H -1.5283 1.6985 -0.0260
5 C -1.3026 0.5599 0.0026
6 N -1.3155 -0.0249 -1.4371
7 H -0.0287 -1.7383 -1.1820
8 C 0.0746 -0.6095 -1.1542
9 S 1.2630 -0.0043 1.2936
10 C 0.0772 0.0633 0.1164

* LUMO: -0.6 eV
* HOMO: -8.83 eV
* electronic energy: -570.13828 hartree
* Kohn-Sham gap: 8.22 eV
* structure (SMILES): S=C1CNC1

natural (NBO) population analysis, charges in e, atoms 1 to 4: H 0.2331; H 0.2349; H 0.3690; H 0.2268

***

No. 3
DFT (the ωB97M-V functional and the def2-TZVPD basis) results for a structure of composition C40H36Cl5CsN2O3S4Se.

Element x y z (Å)
1 H 2.6055 -2.7271 -0.6979
2 S -2.5637 -1.5411 2.9541
3 H 1.7780 1.1606 -3.9595
4 H 0.4914 4.7377 -5.9534
5 H -3.7576 -2.7238 -5.4823
6 C 4.2505 0.8427 -2.0112
7 C -2.3511 -0.8416 -3.0343
8 C -0.2169 3.8804 4.8981
9 H 5.7316 2.0285 -3.0075
10 C 2.1286 3.3696 5.0197
11 C 1.2539 -2.0536 5.3388
12 S -0.7770 4.2876 -1.2390
13 C 2.0972 -1.8613 -0.2809
14 H -5.3915 0.9375 -1.0866
15 C -2.5124 3.8921 -1.6277
16 C -4.5883 -1.5027 -2.4310
17 S -3.2276 0.0438 -0.5841
18 C -2.2930 -3.1853 2.3881
19 C 1.1922 2.8962 -5.0894
20 H -4.9405 2.9131 -2.5271
21 C -1.9566 -3.5202 1.1254
22 H 3.1425 -2.7781 2.5700
23 C 3.4968 -3.5229 4.5531
24 C 5.7380 -1.3508 -2.8107
25 C 1.2502 2.1080 -3.9466
26 H -4.3617 2.0864 -0.2385
27 H 3.6274 -4.1185 6.6224
28 Cl 1.3072 5.6083 6.3433
29 C 5.4096 1.0267 -2.7492
30 Cs -0.3216 0.6160 1.1685
31 O 1.8724 0.4435 -0.7095
32 C 2.8055 -2.7880 3.6002
33 H -2.8722 3.6622 -0.6220
34 H -1.6525 -5.0238 3.3737
35 H -1.6592 -5.1130 -0.2899
36 C -0.0810 4.5512 -3.8940
37 C 0.5267 4.1190 -5.0643
38 N 0.1674 -1.2715 5.6217
39 H -2.0416 1.9768 -2.4625
40 C 1.0582 4.1956 5.3624
41 H 0.6793 1.9374 -1.8659
42 H -0.9079 -5.4241 1.2827
43 O -0.3480 3.3411 -0.1687
44 C -2.4522 -4.2796 3.4338
45 H -3.4053 -4.8165 3.3214
46 Cl 3.2766 1.2740 3.7305
47 C 2.5330 -0.5568 -0.8705
48 H -0.5917 5.5092 -3.8575
49 H 1.0120 -1.9785 -0.3948
50 O -1.9013 0.7591 -0.6222
51 S -1.6665 -2.3967 -0.2058
52 C 6.1548 -0.0747 -3.1529
53 C -0.0309 3.7420 -2.7668
54 C -0.3874 2.7347 4.1239
55 H 3.6537 1.6852 -1.6838
56 H 1.6218 -2.8171 7.3106
57 H 7.0619 0.0625 -3.7284
58 C -4.7167 -2.1722 -3.6382
59 C 0.6360 2.5308 -2.7725
60 H -5.6334 -2.7045 -3.8642
61 H -1.6491 -1.5456 -4.9348
62 N 0.9352 -1.2665 3.1274
63 H -1.4272 -0.3428 -2.7600
64 C -2.7850 2.7548 -2.6050
65 C -4.4027 1.4072 -1.0958
66 Se -0.3340 -0.5610 4.1081
67 H -2.4342 -3.8421 4.4303
68 H 6.3145 -2.2140 -3.1200
69 H 2.2801 -1.8229 0.7993
70 C -1.7877 -4.9936 0.7845
71 H 4.2658 -2.5307 -1.8042
72 C 3.0746 -3.5402 5.8897
73 H -4.3357 1.4297 -3.2375
74 H 4.3759 -4.0869 4.2584
75 C 1.9586 -2.8141 6.2800
76 Cl 3.7257 3.7490 5.6093
77 C 4.5760 -1.5286 -2.0652
78 H -5.3926 -1.5206 -1.7019
79 Cl -1.5575 4.9261 5.2925
80 H -2.6859 3.1233 -3.6281
81 C 3.8239 -0.4352 -1.6648
82 C -2.4822 -1.5205 -4.2413
83 H -2.9696 4.8315 -1.9515
84 Cl -2.0162 2.3014 3.5690
85 H -2.6555 -5.5872 1.1010
86 C -3.4081 -0.8314 -2.1436
87 C 0.6417 1.9068 3.7445
88 C 1.6733 -2.0416 3.9700
89 C -4.1741 2.1341 -2.4204
90 H 1.6741 2.5640 -6.0006
91 C -3.6632 -2.1822 -4.5486
92 C 1.8890 2.2640 4.2080

* total charge: -2
* LUMO: 3.2 eV
* HOMO: -0.28 eV
* electronic energy: -8196.27828 hartree
* Kohn-Sham gap: 3.51 eV

Mulliken population analysis, charges in e, atoms 1 to 4: H 0.4231; S -0.2067; H 0.5297; H 0.3727

***

No. 4
DFT (the ωB97M-V functional and the def2-TZVPD basis) results for a cluster of 3 separate species, C3H11NO4 in total.

Element x y z (Å)
1 H -0.1503 -2.9025 -1.4895
2 O 2.8161 0.0297 2.7728
3 H 0.6207 0.0714 0.7139
4 C -0.8139 1.8969 -0.5304
5 O -1.2861 -0.8069 -2.5379
6 H 2.1788 0.3456 2.1290
7 H 0.0787 2.0997 -1.1259
8 O -0.4095 2.4086 0.7596
9 H -1.6225 2.4281 -0.9974
10 H 2.5277 -0.7935 3.1707
11 H 0.5533 -0.2333 -2.0250
12 O 0.1528 -3.4576 -0.7695
13 H -0.7415 -0.2926 1.5278
14 H 1.1078 -3.5149 -0.7381
15 C -0.5228 -0.2763 -1.7689
16 C -0.9968 0.3581 -0.4740
17 H -2.0297 0.0371 -0.3506
18 N -0.3123 -0.3062 0.6140
19 H -1.1505 2.9086 1.1193

* LUMO: 0.4 eV
* HOMO: -9.58 eV
* electronic energy: -476.57093 hartree
* Kohn-Sham gap: 9.97 eV
* structure (SMILES): N[C@H](C=O)CO.O.O

natural (NBO) population analysis, charges in e, atoms 1 to 4: H 0.4774; O -0.9432; H 0.3417; C -0.0911

***

No. 5
DFT (the ωB97M-V functional and the def2-TZVPD basis) results for the molecule C21H27N3O4S.

Element x y z (Å)
1 C 1.5458 -2.3213 0.7569
2 C 3.4642 0.5907 1.4479
3 H 2.2844 0.3326 -3.7103
4 O -3.9748 2.8896 0.7024
5 H -2.4632 -1.9591 2.3996
6 H 3.8893 1.8118 -2.6411
7 H -2.3607 -0.2327 2.0071
8 H 3.5317 -0.3302 2.0090
9 H 3.6146 3.9368 1.8401
10 H 3.7818 1.8449 3.1506
11 H -0.4122 -3.9953 -0.4555
12 H 0.9362 -0.7958 -0.4581
13 C -1.5458 2.8675 0.5087
14 O -2.8178 -0.7868 -1.9840
15 H 3.7630 -1.5479 -0.1393
16 H -0.3761 -2.3305 -1.0360
17 O -0.8786 0.1207 -0.7978
18 C -2.1901 -2.8395 -0.0563
19 H -5.4234 -0.9577 0.3052
20 C -0.6769 -2.9671 -0.2030
21 O 2.4437 -2.9694 1.2549
22 C 3.1143 -0.8015 -2.0715
23 H -2.5861 -3.5568 0.6681
24 C -4.6577 0.9801 -0.0171
25 H -2.6819 -2.9906 -1.0181
26 C -5.5513 -0.1338 -0.3953
27 H -0.1618 -1.2798 2.8028
28 N -2.5501 -1.5081 0.3975
29 C 3.0331 -0.8381 -0.5459
30 H -1.5543 3.8553 0.0525
31 C 3.1385 1.6987 -0.6629
32 H 3.2055 3.8321 -0.5823
33 N -5.0689 2.1149 0.4742
34 H 2.2888 2.5197 -2.4393
35 H 1.2657 0.3020 -2.2709
36 H 4.1587 -0.6864 -2.3695
37 C 2.2989 0.3651 -2.6192
38 S -2.2534 -0.3264 -0.7537
39 H -5.2737 -0.4929 -1.3841
40 C -2.0190 -1.2291 1.7157
41 C 3.2789 2.9184 -0.0088
42 C 3.6013 1.8077 2.0865
43 H 0.0118 -3.3951 1.7905
44 C -2.8683 2.2257 0.3473
45 C 3.2396 0.5240 0.0769
46 C 0.0644 -2.5619 1.0825
47 H -0.0999 -0.4056 1.2767
48 H -0.7885 2.2456 0.0400
49 C -3.2356 0.9907 -0.1207
50 H -1.3140 2.9902 1.5662
51 N 1.7306 -1.3305 -0.1309
52 H -6.5849 0.1982 -0.3837
53 C 2.9192 1.6759 -2.1498
54 C 3.5083 2.9789 1.3521
55 C -0.4930 -1.2978 1.7628
56 H 2.7496 -1.7499 -2.4699

* LUMO: 0.6 eV
* HOMO: -8.93 eV
* electronic energy: -1679.83861 hartree
* Kohn-Sham gap: 9.50 eV
* structure (SMILES): Cc1noc(C)c1S(=O)(=O)N1CCC(C(=O)N[C@H]2CCCc3ccccc32)CC1

natural (NBO) population analysis, charges in e, atoms 1 to 4: C 0.6955; C -0.1880; H 0.2137; O -0.2672

***

No. 6
DFT (the ωB97M-V functional and the def2-TZVPD basis) results for a structure of composition C16H22BrCl2CuF6NO6P2S2.

Element x y z (Å)
1 C 0.4625 0.8481 2.1012
2 O -1.8863 0.1596 -2.1070
3 H 0.1079 -4.5967 2.1224
4 C 3.5596 0.5301 -0.1011
5 C 1.0122 4.0739 -0.9666
6 H 0.6083 -1.5838 -2.4574
7 H 1.5330 -2.3220 -1.1445
8 C 2.2394 0.4736 0.3222
9 C -2.1360 1.9054 -4.0020
10 F -2.8210 0.8552 -4.4490
11 O 0.2250 0.9616 -3.1546
12 S -1.0486 1.3070 -2.5805
13 H -0.1819 -4.9456 -0.6351
14 H 0.8091 -1.0742 3.7385
15 H 1.3523 -4.0091 1.0062
16 C 1.0660 -1.9606 3.1610
17 Cl -2.2199 3.4067 2.0269
18 H -4.5068 3.0511 1.7326
19 H 2.5424 1.8837 3.3670
20 C -1.6845 -2.2518 2.4905
21 Cu -0.9413 0.3052 -0.4097
22 C 4.1669 1.5572 1.9966
23 H -1.8178 -1.3659 3.1093
24 C -2.1016 -3.0723 -2.0590
25 N -1.0424 2.4150 -1.4065
26 H 0.8095 -3.3493 -2.4056
27 H 2.1043 -1.8820 2.8362
28 H -3.0180 -3.3834 -1.5561
29 O -0.3429 0.0241 1.4163
30 F -1.4134 2.3891 -4.9830
31 C 0.2968 -3.9330 1.2754
32 H 1.5027 0.0670 -0.3623
33 P -0.8553 -2.6054 -0.8060
34 F 1.9249 3.2523 -1.4730
35 O -0.2237 3.9924 -3.2644
36 O -1.4415 4.8653 -1.2713
37 H -1.7196 -3.9023 -2.6581
38 C -0.6013 -4.2131 0.0568
39 C 0.6694 -2.4527 -1.7988
40 H 4.9254 1.9771 2.6420
41 H -2.4690 -2.2504 1.7352
42 C 2.8417 1.5007 2.4002
43 F 1.4327 5.3275 -1.0961
44 O 0.1190 1.3815 3.1240
45 Cl -3.5689 1.2520 0.5740
46 C -3.6374 2.9516 1.0956
47 H 0.9602 -2.8436 3.7959
48 C 4.5129 1.0652 0.7467
49 H -3.7031 3.5602 0.2025
50 F 0.8464 3.8005 0.3241
51 Br 6.3180 1.1312 0.1877
52 P -0.0375 -2.1745 1.7298
53 H 3.8387 0.1720 -1.0829
54 C 1.8672 0.9562 1.5700
55 H -1.5818 -4.5743 0.3732
56 F -2.9877 2.8137 -3.5557
57 H -2.3340 -2.2272 -2.7043
58 S -0.5634 3.9127 -1.8714
59 H -1.7678 -3.1522 3.1020

* multiplicity: 2
* LUMO (spin up / spin down): 0.2 / -2.1 eV
* HOMO (spin up / spin down): -8.03 / -8.84 eV
* electronic energy: -8342.20557 hartree
* Kohn-Sham gap (spin up / spin down): 8.24 / 6.76 eV

natural (NBO) population analysis, charges in e, atoms 1 to 4: C 0.7902; O -1.0107; H 0.2375; C -0.1820